# C6H10O3

A cluster of 3 separate species, C6H10O3 in total (ωB97M-V/def2-TZVPD, the OMol25 dataset).

The value obtained for the HOMO energy is -0.3244 hartree. The calculation puts the total energy at -459.947252 Eh. The energy relative to the best compared isomer or geometry (same formula, charge and spin) comes out at 252.99 kcal per mole. For the gap between HOMO and LUMO, the calculation gives 8.231 eV. For the lowest unoccupied orbital energy, the calculation gives -0.0219 hartree.

Last column: natural (NBO) charge in e.
Geometry (Å):
C (-0.544, 0.752, 2.175)  -0.64
C (-0.392, 0.083, 0.852)  0.19
C (0.998, -0.353, 0.404)  -0.13
C (-0.514, -1.416, -0.822)  -0.10
C (-0.551, -0.553, -2.160)  0.00
C (-1.434, -0.683, 0.188)  0.01
H (-0.182, 1.921, 2.064)  0.24
H (-0.092, 0.183, 3.019)  0.23
H (-1.675, 0.958, 2.447)  0.23
H (1.514, -0.570, 1.245)  0.18
H (1.547, 0.395, -0.271)  0.26
H (-0.703, -2.668, -0.919)  0.23
H (-1.544, -0.576, -2.603)  0.10
H (1.492, 0.802, -2.211)  0.52
H (-2.490, -0.985, 0.537)  0.22
H (3.235, 1.879, -2.049)  0.44
O (0.759, -1.478, -0.307)  -0.52
O (-1.329, 0.689, -0.150)  -0.50
O (1.906, 1.619, -1.439)  -0.95